{
  "formula": "C5H8O",
  "method": "ωB97M-V/def2-TZVPD",
  "species": ["C", "C", "C", "C", "C", "O", "H", "H", "H", "H", "H", "H", "H", "H"],
  "xyz": [[-1.24172, -1.17657, -0.48518], [-0.52268, -0.07211, -1.16880], [-0.14183, 1.44523, 0.47637], [0.65647, 0.46324, -0.42898], [1.50721, -0.48111, 0.39241], [2.67528, -0.67633, 0.17167], [-1.11037, -1.34840, 0.59344], [-2.30580, -1.19147, -0.73958], [-0.80480, -2.04510, -1.01499], [-1.01225, 1.84073, -0.06332], [-0.50281, 0.94285, 1.37967], [0.48510, 2.29441, 0.75814], [1.32643, 1.02454, -1.08851], [0.99176, -1.01992, 1.21766]],
  "forces_ev_per_angstrom": [[-0.06, 0.09, 0.04], [0.09, -0.18, 0.27], [-0.08, 0.12, 0.17], [0.08, 0.03, -0.19], [-0.02, -0.07, -0.02], [-0.27, 0.07, 0.07], [0.03, 0.07, -0.18], [0.17, -0.02, -0.01], [-0.03, 0.05, 0.01], [0.09, -0.04, 0.08], [0.07, 0.05, -0.15], [-0.05, -0.16, -0.06], [-0.13, -0.08, 0.08], [0.09, 0.07, -0.09]],
  "nbo_charge": [-0.80, 0.21, -0.59, -0.50, 0.44, -0.51, 0.20, 0.24, 0.28, 0.24, 0.21, 0.24, 0.23, 0.10],
  "relative_energy_kj_mol": 394.7,
  "gap_ev": 8.5
}